200
Properties=species:S:1:pos:R:3 method="wB97M-V/def2-TZVPD" orbital_gap_ev=8.536 total_energy_ev=-91805.26118 relative_energy_kj_mol=234.5
C -3.843 7.858 0.148
C -4.874 6.872 -0.394
C -4.101 5.585 -0.379
O -3.368 5.691 0.844
C -3.150 7.031 1.222
H -4.320 8.722 0.610
H -3.233 8.216 -0.680
H -5.298 7.259 -1.321
H -5.709 6.815 0.303
H -3.497 5.553 -1.286
H -4.724 4.704 -0.533
H -2.097 7.305 1.285
H -3.787 7.202 2.090
C -6.743 2.442 -0.617
C -7.890 2.180 -1.573
C -7.513 0.848 -2.191
O -6.212 0.534 -1.662
C -5.551 1.697 -1.222
H -7.055 2.158 0.388
H -6.606 3.523 -0.585
H -7.930 2.898 -2.391
H -8.823 1.949 -1.060
H -7.478 0.857 -3.281
H -8.227 0.054 -1.975
H -5.088 2.250 -2.039
H -4.825 1.312 -0.506
C 1.403 5.278 -2.429
C 1.573 3.834 -2.704
C 0.205 3.298 -2.478
O -0.638 4.402 -2.781
C 0.083 5.612 -3.043
H 2.218 5.871 -2.844
H 1.458 5.453 -1.354
H 2.333 3.404 -2.052
H 1.850 3.671 -3.745
H 0.034 2.890 -1.482
H -0.032 2.535 -3.220
H -0.282 6.522 -2.568
H 0.129 5.776 -4.119
C 5.356 -3.164 1.137
C 5.829 -2.035 2.053
C 4.765 -0.977 1.931
O 3.601 -1.759 1.860
C 3.835 -3.048 1.354
H 5.820 -4.113 1.403
H 5.756 -2.979 0.140
H 6.852 -1.774 1.783
H 5.906 -2.448 3.059
H 4.787 -0.349 1.040
H 4.700 -0.289 2.773
H 3.292 -3.114 0.411
H 3.483 -3.764 2.097
C -3.064 -1.831 3.331
C -4.153 -0.796 3.052
C -4.998 -1.358 1.961
O -3.988 -2.048 1.242
C -3.063 -2.728 2.122
H -3.268 -2.509 4.159
H -2.112 -1.338 3.529
H -3.685 0.094 2.633
H -4.653 -0.524 3.981
H -5.521 -0.644 1.325
H -5.686 -2.131 2.304
H -2.031 -2.820 1.783
H -3.364 -3.755 2.331
C 3.557 -0.339 5.964
C 4.931 0.270 5.840
C 4.808 1.591 6.651
O 3.445 1.988 6.442
C 2.681 0.917 5.803
H 3.365 -0.819 6.924
H 3.287 -1.074 5.206
H 5.275 0.429 4.818
H 5.629 -0.428 6.301
H 5.481 2.348 6.248
H 4.989 1.358 7.700
H 2.558 1.206 4.759
H 1.663 0.849 6.188
C -0.410 -3.860 5.314
C 0.464 -2.763 4.684
C 0.825 -3.454 3.363
O -0.353 -4.123 2.918
C -0.950 -4.687 4.125
H -1.260 -3.485 5.883
H 0.246 -4.389 6.005
H 1.327 -2.437 5.264
H -0.007 -1.799 4.492
H 1.678 -4.123 3.476
H 1.188 -2.777 2.589
H -0.613 -5.723 4.148
H -2.039 -4.658 4.087
C -1.902 3.057 4.555
C -1.837 4.103 3.492
C -0.375 4.110 3.093
O 0.323 3.889 4.329
C -0.465 2.975 5.111
H -2.132 2.090 4.107
H -2.631 3.286 5.332
H -2.136 5.086 3.857
H -2.400 3.872 2.587
H -0.136 5.098 2.699
H -0.095 3.386 2.327
H -0.411 3.334 6.139
H -0.051 1.978 4.961
C -0.474 -5.269 -0.779
C 0.475 -6.337 -0.342
C 1.856 -5.769 -0.789
O 1.643 -4.390 -0.466
C 0.282 -4.008 -0.402
H -1.416 -5.310 -0.233
H -0.633 -5.330 -1.855
H 0.296 -7.346 -0.714
H 0.545 -6.382 0.744
H 1.977 -5.893 -1.865
H 2.680 -6.275 -0.287
H 0.145 -3.135 -1.041
H -0.142 -3.725 0.562
C 0.782 -0.380 -7.483
C -0.726 -0.460 -7.469
C -1.181 -0.382 -5.982
O -0.208 0.551 -5.567
C 1.071 0.361 -6.185
H 1.189 0.082 -8.381
H 1.217 -1.380 -7.478
H -1.192 -1.250 -8.058
H -1.150 0.371 -8.032
H -1.138 -1.325 -5.436
H -2.209 -0.026 -5.927
H 1.707 -0.253 -5.547
H 1.597 1.261 -6.505
C -2.604 -2.421 -2.286
C -3.754 -1.436 -2.342
C -4.291 -1.656 -3.752
O -3.995 -3.051 -4.037
C -3.236 -3.639 -2.973
H -2.308 -2.694 -1.273
H -1.736 -2.043 -2.825
H -3.543 -0.378 -2.188
H -4.546 -1.626 -1.618
H -3.744 -1.025 -4.452
H -5.326 -1.354 -3.912
H -2.407 -4.237 -3.352
H -3.905 -4.174 -2.299
C 2.945 3.849 2.296
C 2.475 3.536 0.914
C 3.277 2.313 0.554
O 4.389 2.285 1.471
C 4.438 3.470 2.221
H 2.441 3.204 3.017
H 2.750 4.889 2.557
H 2.759 4.352 0.251
H 1.393 3.465 0.801
H 3.562 2.333 -0.498
H 2.717 1.428 0.854
H 5.026 4.206 1.673
H 4.890 3.247 3.187
C 1.160 -0.029 -1.633
C -0.242 0.156 -1.051
N -0.185 0.742 0.309
C 0.377 -0.346 1.201
C 0.623 0.261 2.594
C -1.573 1.032 0.735
C -2.147 2.335 0.145
H 1.746 0.888 -1.564
H 1.151 -0.370 -2.669
H 1.762 -0.799 -1.150
H -0.782 0.816 -1.729
H -0.769 -0.795 -0.968
H -0.295 -1.181 1.401
H 1.321 -0.776 0.866
H 1.082 1.239 2.456
H -0.273 0.283 3.215
H 1.340 -0.355 3.136
H -1.691 1.090 1.817
H -2.296 0.253 0.493
H -2.986 2.754 0.701
H -2.452 2.176 -0.890
H -1.415 3.132 0.273
C 4.407 -5.237 -5.613
C 4.399 -4.884 -4.086
N 4.156 -3.435 -3.860
C 3.095 -2.780 -4.655
C 1.731 -3.366 -4.363
C 4.184 -3.160 -2.373
C 4.538 -1.690 -2.113
H 5.050 -4.604 -6.224
H 3.398 -5.132 -6.011
H 4.559 -6.305 -5.771
H 3.726 -5.520 -3.511
H 5.403 -5.126 -3.737
H 3.388 -2.925 -5.695
H 3.078 -1.710 -4.445
H 1.062 -2.913 -5.096
H 1.479 -3.102 -3.336
H 1.816 -4.452 -4.385
H 3.251 -3.501 -1.923
H 4.939 -3.732 -1.833
H 4.859 -1.453 -1.099
H 5.383 -1.431 -2.752
H 3.679 -1.030 -2.233